Record 1
ORCA calculation (ωB97M-V/def2-TZVPD) on 2 unconnected molecules or ions with the total composition C19H28BrN3O3P.

Net charge ... -1
Gap between HOMO and LUMO ... 2.1 eV
LUMO ... 0.9 eV

Positions of all 55 atoms, in Å:
O (5.1071, -5.4013, -0.8558)
C (6.0405, -4.3357, -0.8970)
C (6.1075, -3.6691, -2.2819)
C (5.5024, -2.2927, -2.3697)
C (6.2738, -1.2196, -2.6982)
C (5.7450, 0.0867, -2.7993)
C (4.4258, 0.3156, -2.5775)
C (3.5883, -0.7619, -2.2349)
N (2.2674, -0.5224, -2.0128)
C (1.5166, -1.5417, -1.6877)
P (-0.2705, -1.0387, -1.4869)
O (-0.7609, -1.2837, -3.0260)
Br (-1.0705, -2.8983, -0.5281)
C (2.0666, -2.8516, -1.5431)
N (3.3297, -3.1089, -1.7483)
C (4.1246, -2.0655, -2.1163)
H (4.2850, -5.0806, -0.4758)
H (7.0118, -4.7803, -0.6683)
H (5.8328, -3.5858, -0.1300)
H (5.5981, -4.3476, -2.9685)
H (7.1481, -3.5842, -2.5985)
H (7.3286, -1.3734, -2.8925)
H (6.4008, 0.9054, -3.0649)
H (4.0004, 1.3082, -2.6498)
H (-0.7708, -2.2136, -3.2852)
H (1.4299, -3.6776, -1.2547)
C (-3.7650, 1.1348, -0.4719)
C (-3.6669, 0.9628, 1.0575)
C (-2.1941, 1.1058, 1.4747)
C (-1.6540, 2.5389, 1.4323)
C (-2.7496, 3.5828, 1.7010)
C (-3.9626, 3.0304, 2.4564)
N (-4.5510, 1.9557, 1.6842)
O (-5.6570, 1.3982, 2.3465)
C (-5.0086, 4.1431, 2.5408)
C (-3.5759, 2.6487, 3.9007)
C (-4.0938, -0.4594, 1.3985)
H (-4.8051, 1.0121, -0.7774)
H (-3.1514, 0.3963, -1.0105)
H (-3.4405, 2.1330, -0.7725)
H (-2.0884, 0.7157, 2.4898)
H (-1.5766, 0.4557, 0.8436)
H (-0.8606, 2.6342, 2.1802)
H (-1.1794, 2.7422, 0.4676)
H (-2.3246, 4.4262, 2.2557)
H (-3.1122, 3.9934, 0.7536)
H (-5.3609, 4.3911, 1.5381)
H (-4.5804, 5.0433, 3.0009)
H (-5.8618, 3.8129, 3.1305)
H (-3.1877, 3.5190, 4.4434)
H (-2.8143, 1.8685, 3.9333)
H (-4.4599, 2.2775, 4.4187)
H (-3.4256, -1.1532, 0.8735)
H (-5.1192, -0.6486, 1.0918)
H (-4.0309, -0.6428, 2.4709)

Forces on atoms 1 to 6 (eV/Å):
O 0.114 -0.145 0.340
C 0.064 -0.091 -0.084
C -0.154 0.053 0.027
C 0.056 -0.300 0.063
C 0.226 0.306 -0.104
C 0.238 -0.038 -0.073

Record 2
ORCA calculation (ωB97M-V/def2-TZVPD) on 2 unconnected molecules or ions with the total composition C4H10N.

Net charge ... +1
Gap between HOMO and LUMO ... 5.7 eV
LUMO ... -5.5 eV

Positions of all 15 atoms, in Å:
C (6.8109, 0.0555, -1.3291)
C (6.0478, 1.0115, -0.6374)
H (7.0983, -0.8416, -0.9299)
H (6.9050, 0.3406, -2.3179)
H (5.6768, 0.9371, 0.4750)
H (5.8691, 2.0314, -1.0275)
C (-3.3258, 0.3734, -0.0565)
C (-4.5623, -1.1338, 1.4950)
N (-4.5173, -0.4226, 0.4749)
H (-3.6312, 1.3639, -0.2753)
H (-2.7793, 0.4092, 0.9174)
H (-2.7999, -0.1658, -0.8111)
H (-3.6162, -1.4924, 1.8368)
H (-5.5767, -1.2669, 1.8900)
H (-5.3479, -0.1977, 0.0866)

Forces on atoms 1 to 6 (eV/Å):
C -3.959 4.990 2.672
C 1.407 -1.695 1.028
H 0.599 -2.084 0.776
H 0.988 -0.004 -1.977
H 1.010 -0.264 -2.241
H -0.047 -0.944 -0.258

Energy relative to the best compared isomer or geometry (same formula, charge and spin) values (in kJ/mol) by entry order: 0.0, 337.7.